{"formula": "C30H37BiGe2O3", "method": "ωB97M-V/def2-TZVPD", "total_charge": 2, "lumo_energy_ev": -8.07, "gap_ev": 5.97, "elements": ["Bi", "O", "C", "C", "O", "O", "C", "C", "C", "C", "C", "C", "C", "C", "C", "C", "C", "C", "H", "H", "H", "H", "H", "H", "H", "H", "H", "H", "H", "C", "C", "Ge", "C", "C", "C", "C", "Ge", "C", "C", "C", "C", "C", "C", "C", "C", "C", "C", "H", "H", "H", "H", "H", "H", "H", "H", "H", "H", "H", "H", "H", "H", "H", "H", "H", "H", "H", "H", "H", "H", "H", "H", "H", "H"], "coordinates": [[1.574, -0.241, 0.909], [0.645, -1.538, -0.833], [1.578, -1.538, -1.979], [2.161, -0.115, -2.080], [2.691, 0.312, -3.055], [2.092, 0.597, -0.939], [0.785, -1.979, -3.205], [0.516, -3.341, -3.352], [-0.181, -3.800, -4.456], [-0.616, -2.907, -5.425], [-0.375, -1.551, -5.268], [0.315, -1.083, -4.160], [2.751, -2.477, -1.689], [3.780, -2.554, -2.625], [4.822, -3.444, -2.439], [4.845, -4.276, -1.326], [3.830, -4.201, -0.389], [2.788, -3.299, -0.564], [0.429, -2.470, -0.669], [0.873, -4.055, -2.618], [-0.364, -4.861, -4.568], [-1.136, -3.270, -6.301], [-0.719, -0.850, -6.017], [0.495, -0.023, -4.060], [3.747, -1.923, -3.504], [5.617, -3.495, -3.171], [5.646, -4.991, -1.194], [3.837, -4.851, 0.476], [2.008, -3.273, 0.194], [2.881, 3.655, 2.353], [2.774, 2.528, 1.325], [0.869, 2.453, 0.657], [0.537, 3.423, -1.041], [0.209, 4.878, -0.699], [-0.462, 2.770, 2.046], [-1.393, 1.836, 2.276], [-1.137, 0.221, 1.106], [-1.059, -1.701, 1.801], [-1.873, -2.008, 3.058], [-2.185, 0.211, -0.590], [-3.639, -0.199, -0.347], [-2.560, 1.937, 3.150], [-3.520, 0.923, 3.144], [-4.645, 0.988, 3.946], [-4.824, 2.082, 4.779], [-3.886, 3.107, 4.791], [-2.766, 3.042, 3.984], [3.932, 3.808, 2.596], [2.350, 3.422, 3.276], [2.485, 4.592, 1.960], [3.147, 1.595, 1.769], [3.369, 2.713, 0.430], [-0.291, 2.946, -1.566], [1.434, 3.328, -1.650], [-0.689, 4.953, -0.084], [0.031, 5.429, -1.621], [1.030, 5.367, -0.172], [-0.504, 3.752, 2.510], [-0.014, -1.987, 1.989], [-1.411, -2.297, 0.956], [-1.637, -1.331, 3.878], [-1.658, -3.026, 3.384], [-2.940, -1.941, 2.854], [-1.693, -0.487, -1.266], [-2.133, 1.204, -1.040], [-3.711, -1.157, 0.175], [-4.145, -0.309, -1.305], [-4.174, 0.550, 0.236], [-3.377, 0.079, 2.476], [-5.381, 0.196, 3.922], [-5.694, 2.136, 5.419], [-4.033, 3.964, 5.433], [-2.048, 3.852, 4.007]], "forces_ev_per_a": [[0.90, -1.01, -0.49], [0.22, 0.18, 0.40], [0.13, -0.17, -0.69], [-0.02, -0.17, 0.02], [-0.13, -0.03, 0.03], [0.16, 0.11, 0.20], [0.10, 0.01, 0.15], [0.04, 0.09, 0.02], [-0.04, -0.09, 0.02], [0.01, -0.01, 0.03], [-0.05, 0.06, -0.01], [-0.04, 0.02, 0.11], [-0.08, 0.01, 0.16], [-0.04, 0.02, -0.01], [-0.01, 0.04, -0.03], [-0.02, -0.06, 0.06], [0.03, -0.03, 0.05], [-0.02, 0.14, -0.02], [-0.15, -0.01, 0.00], [0.09, -0.02, -0.03], [-0.02, 0.01, -0.01], [-0.01, 0.01, 0.00], [0.01, 0.00, 0.00], [0.07, 0.02, -0.05], [0.03, -0.01, -0.02], [-0.01, -0.01, -0.01], [0.02, 0.03, -0.01], [0.01, 0.01, 0.00], [0.02, -0.09, -0.02], [-0.18, -0.01, 0.09], [-0.48, -0.38, -0.34], [-0.36, 1.67, 0.06], [0.14, -0.51, 0.37], [0.00, -0.08, 0.14], [0.28, -0.08, -0.32], [0.35, -0.64, -0.46], [-1.74, 0.24, 0.11], [0.21, 0.61, -0.18], [0.06, 0.09, 0.06], [0.47, 0.15, 0.27], [0.05, 0.03, 0.16], [-0.31, 0.00, 0.23], [0.25, 0.15, -0.15], [-0.09, -0.02, 0.03], [0.01, -0.05, -0.03], [-0.01, 0.08, 0.04], [0.08, -0.09, -0.06], [-0.01, 0.03, 0.00], [0.00, 0.00, -0.01], [0.05, 0.04, 0.02], [0.24, 0.10, 0.05], [-0.02, -0.12, -0.03], [0.03, -0.04, -0.01], [-0.01, -0.05, -0.01], [-0.01, 0.05, -0.03], [0.00, 0.03, 0.01], [-0.01, 0.05, -0.03], [-0.04, 0.00, 0.03], [-0.06, -0.23, 0.05], [0.07, 0.03, -0.06], [-0.03, -0.01, 0.01], [-0.02, -0.01, 0.00], [0.01, -0.03, 0.04], [0.05, -0.01, -0.02], [0.02, 0.00, 0.02], [-0.04, -0.01, -0.02], [-0.02, 0.00, 0.01], [-0.03, -0.03, -0.02], [-0.13, -0.03, 0.06], [0.02, -0.01, 0.00], [0.00, 0.02, -0.01], [0.01, -0.01, 0.00], [0.00, 0.00, 0.04]]}

=====

{"formula": "C9H10N4", "method": "ωB97M-V/def2-TZVPD", "relative_energy_kj_mol": 187.2, "total_charge": 0, "lumo_energy_ev": 0.15, "gap_ev": 8.37, "smiles": "Cc1cccc2nc(N)nc(N)c12", "elements": ["C", "C", "C", "C", "C", "C", "C", "C", "C", "H", "H", "H", "H", "H", "H", "H", "H", "H", "H", "N", "N", "N", "N"], "coordinates": [[-0.431, -2.577, 1.091], [-0.939, -1.286, 0.250], [-2.271, -1.032, 0.206], [-2.626, 0.128, -0.430], [-1.815, 1.070, -0.978], [-0.479, 0.987, -0.673], [1.483, 2.106, -0.633], [1.352, -0.096, 0.304], [0.018, -0.286, -0.063], [-1.286, -3.326, 1.192], [-0.114, -2.359, 2.179], [0.232, -3.094, 0.366], [-2.992, -1.594, 0.788], [-3.734, 0.124, -0.601], [-1.813, 1.736, -1.851], [2.525, 3.594, 0.112], [1.461, 3.930, -1.162], [3.149, -1.141, 0.857], [1.614, -2.059, 0.373], [0.238, 2.098, -1.001], [2.225, 3.282, -0.854], [2.065, 1.009, -0.129], [2.137, -1.217, 0.656]], "forces_ev_per_a": [[-2.02, 0.25, -0.69], [1.95, -2.03, 3.53], [1.25, 0.04, 0.75], [-4.19, 0.70, -1.78], [0.36, -0.47, -1.21], [1.71, -1.74, 0.83], [0.04, -1.64, 0.24], [4.34, -0.09, -2.83], [-1.85, 3.53, -0.67], [0.81, 1.16, -0.19], [0.19, -0.23, -2.15], [0.23, -0.03, 1.20], [0.06, -0.34, -0.54], [0.92, 0.74, -0.07], [-1.89, 0.32, 0.77], [-0.02, -0.31, -1.66], [1.21, -0.33, 0.27], [-1.36, -0.13, -0.61], [1.62, 0.47, 0.79], [-0.88, -0.29, 0.01], [-1.12, 0.58, 1.58], [0.09, -1.31, 2.35], [-1.46, 1.13, 0.07]]}

=====

{"formula": "C11H13FO2S", "method": "ωB97M-V/def2-TZVPD", "relative_energy_kj_mol": 110.5, "total_charge": 0, "lumo_energy_ev": [-1.99, -1.99], "gap_ev": [6.91, 6.92], "elements": ["C", "C", "C", "C", "C", "C", "C", "C", "C", "C", "C", "O", "O", "F", "S", "H", "H", "H", "H", "H", "H", "H", "H", "H", "H", "H", "H", "H"], "coordinates": [[0.275, 0.511, -4.112], [1.250, 0.440, -3.118], [-1.048, 0.445, -3.537], [1.147, 0.162, -1.831], [-1.228, 0.170, -2.184], [-0.157, -0.033, -1.284], [0.412, 0.699, 1.010], [0.975, 0.281, 4.471], [-1.416, -2.633, -0.428], [0.735, 1.152, 3.255], [-0.272, -0.283, 0.097], [1.209, 1.543, 0.667], [0.090, 0.364, 2.285], [-1.950, 1.528, 0.460], [-1.177, -1.451, 0.948], [0.601, 0.723, -5.065], [2.201, 0.713, -3.458], [-1.903, 0.576, -4.120], [2.041, 0.008, -1.267], [-2.244, 0.050, -1.834], [0.382, 0.406, 5.351], [0.909, -0.707, 4.313], [1.990, 0.457, 4.861], [-2.548, -2.574, -0.511], [-1.086, -3.608, -0.019], [-0.988, -2.556, -1.426], [1.676, 1.580, 2.895], [0.122, 2.036, 3.579]], "forces_ev_per_a": [[-2.56, -0.13, 5.08], [0.77, 0.66, -3.63], [2.69, -0.43, -0.36], [-2.03, -0.92, 2.73], [0.06, -0.74, 0.23], [1.03, 0.20, -2.64], [0.38, 0.53, 0.53], [1.70, 2.87, 1.25], [-2.30, -0.97, 0.90], [-0.19, 1.26, 2.06], [-2.33, 1.22, 2.31], [-0.89, -0.98, 0.33], [0.46, 0.76, -1.31], [1.15, -1.15, -0.13], [1.63, 0.34, -2.34], [-0.05, 0.42, -2.11], [1.67, -0.08, -0.47], [-1.25, 0.16, -0.92], [0.22, 0.24, 0.53], [0.03, 0.33, 0.28], [-1.00, 0.75, 0.28], [-0.12, -3.68, -1.24], [-0.09, -0.05, -0.25], [1.33, -0.75, -0.30], [-0.52, 0.42, -0.18], [0.30, 0.90, 0.40], [-0.25, -0.39, -0.26], [0.16, -0.79, -0.77]]}

=====

{"formula": "C29H35BInN11O3Sb", "method": "ωB97M-V/def2-TZVPD", "s_squared": 0.754, "relative_energy_kj_mol": 25.3, "total_charge": 2, "lumo_energy_ev": [-5.34, -6.16], "gap_ev": [7.28, 7.24], "multiplicity": 2, "elements": ["In", "C", "C", "N", "N", "C", "B", "N", "C", "C", "C", "N", "N", "C", "C", "C", "N", "N", "C", "C", "C", "N", "H", "H", "H", "H", "H", "H", "H", "H", "H", "H", "H", "H", "O", "C", "O", "C", "C", "C", "C", "C", "N", "H", "H", "H", "H", "C", "C", "O", "N", "C", "C", "C", "C", "C", "C", "N", "H", "H", "H", "H", "H", "H", "H", "H", "H", "H", "C", "Sb", "C", "C", "H", "H", "H", "H", "H", "H", "H", "H", "H"], "coordinates": [[0.279, -0.291, -1.047], [-1.948, -2.350, 2.078], [-1.595, -2.170, 0.751], [-0.467, -1.454, 0.653], [-0.091, -1.143, 1.923], [-0.969, -1.673, 2.784], [1.120, -0.247, 2.363], [0.683, 1.223, 2.431], [1.540, 2.260, 2.502], [0.867, 3.369, 2.962], [-0.427, 2.910, 3.182], [-0.529, 1.610, 2.891], [2.296, -0.334, 1.357], [3.598, -0.386, 1.685], [4.351, -0.181, 0.546], [3.413, 0.002, -0.462], [2.178, -0.078, 0.034], [1.591, -0.747, 3.710], [1.945, -2.016, 4.062], [2.470, -1.969, 5.324], [2.405, -0.603, 5.676], [1.884, 0.125, 4.707], [-2.781, -2.902, 2.474], [-2.113, -2.514, -0.129], [-0.829, -1.547, 3.846], [2.580, 2.136, 2.253], [1.258, 4.357, 3.124], [-1.286, 3.459, 3.533], [3.900, -0.547, 2.707], [5.424, -0.165, 0.464], [3.565, 0.168, -1.516], [1.801, -2.848, 3.391], [2.841, -2.790, 5.912], [2.712, -0.129, 6.594], [-0.093, 3.742, -0.486], [0.059, 2.642, -0.953], [-0.548, 1.557, -0.541], [0.989, 2.447, -2.140], [1.613, 3.536, -2.720], [2.411, 3.326, -3.834], [2.552, 2.038, -4.331], [1.908, 1.001, -3.682], [1.143, 1.199, -2.605], [1.454, 4.515, -2.292], [2.916, 4.156, -4.311], [3.155, 1.836, -5.204], [2.004, -0.020, -4.026], [2.792, -2.993, -3.811], [1.525, -2.667, -3.082], [1.509, -1.834, -2.157], [0.419, -3.326, -3.434], [-0.812, -3.201, -2.668], [-1.651, -2.012, -3.078], [-2.665, -2.166, -4.008], [-3.424, -1.069, -4.388], [-3.150, 0.160, -3.814], [-2.132, 0.245, -2.886], [-1.389, -0.813, -2.524], [3.553, -2.259, -3.567], [2.630, -3.020, -4.889], [3.143, -3.979, -3.502], [0.467, -3.988, -4.192], [-0.537, -3.137, -1.616], [-1.387, -4.114, -2.803], [-2.862, -3.145, -4.425], [-4.219, -1.178, -5.112], [-3.716, 1.044, -4.072], [-1.894, 1.180, -2.396], [-3.077, 2.986, 1.117], [-2.694, 1.073, 1.934], [-4.341, -0.113, 1.112], [-3.415, 1.184, 3.918], [-3.721, 3.540, 1.798], [-3.583, 2.854, 0.162], [-2.139, 3.511, 0.955], [-4.539, -0.914, 1.820], [-4.114, -0.517, 0.129], [-5.189, 0.570, 1.056], [-4.503, 1.235, 3.897], [-3.018, 2.060, 4.425], [-3.103, 0.294, 4.462]], "forces_ev_per_a": [[0.51, 0.01, -0.44], [0.04, -0.03, 0.02], [0.00, -0.06, -0.05], [-0.21, 0.23, 0.21], [0.05, -0.16, -0.06], [0.05, -0.10, 0.02], [-0.01, 0.04, 0.10], [0.18, -0.09, -0.03], [-0.04, 0.06, -0.03], [0.01, -0.03, -0.01], [0.02, -0.02, 0.07], [-0.04, 0.22, -0.03], [0.03, -0.06, 0.11], [-0.01, -0.04, 0.02], [0.00, 0.03, 0.00], [0.00, -0.01, -0.07], [-0.03, -0.03, 0.02], [-0.06, 0.00, -0.06], [0.01, -0.01, -0.02], [-0.01, -0.01, 0.00], [-0.01, 0.01, -0.02], [-0.01, 0.05, -0.05], [0.00, 0.00, 0.00], [0.04, 0.00, -0.04], [0.02, -0.01, 0.00], [0.02, 0.00, -0.01], [-0.01, 0.00, 0.00], [0.00, 0.00, 0.00], [-0.01, -0.01, 0.00], [0.00, 0.00, 0.00], [0.00, 0.02, 0.01], [0.00, 0.00, 0.00], [0.00, 0.01, 0.00], [0.00, 0.00, 0.00], [-0.04, 0.03, -0.01], [0.01, -0.09, 0.11], [-0.18, -0.05, 0.13], [-0.02, 0.02, -0.04], [0.00, 0.00, -0.03], [0.00, 0.01, 0.01], [-0.01, 0.00, 0.01], [0.00, -0.03, -0.03], [0.00, 0.02, 0.14], [0.00, 0.00, 0.00], [-0.01, 0.00, 0.00], [0.00, 0.00, 0.00], [0.01, 0.00, 0.01], [-0.01, 0.02, -0.02], [-0.04, -0.10, -0.02], [-0.04, 0.11, -0.01], [0.03, 0.06, 0.01], [0.02, 0.02, -0.01], [-0.02, -0.02, 0.01], [0.01, -0.01, 0.01], [-0.01, 0.01, 0.00], [-0.01, 0.00, -0.01], [0.02, 0.00, -0.01], [-0.08, -0.06, 0.11], [0.00, 0.00, 0.00], [0.00, -0.01, 0.00], [0.01, 0.01, 0.02], [0.00, -0.03, 0.02], [-0.04, -0.01, 0.04], [0.00, 0.00, -0.01], [0.00, 0.00, 0.00], [0.00, 0.00, 0.00], [0.00, 0.00, 0.00], [0.00, 0.00, 0.00], [0.00, 0.03, 0.04], [-0.24, -0.03, -0.06], [0.04, 0.12, 0.04], [0.03, -0.02, 0.00], [0.00, 0.01, -0.01], [-0.02, -0.01, -0.01], [0.04, 0.02, -0.01], [-0.03, 0.00, -0.04], [0.04, 0.02, -0.01], [-0.02, -0.02, 0.00], [0.00, 0.00, -0.01], [0.02, 0.00, -0.01], [-0.02, 0.00, 0.01]]}

=====

Quick rundown of energy, same order as above: -156707.608; -15454.227; -29261.488; -65553.476 eV